Density functional theory data (the ωB97M-V functional and the def2-TZVPD basis) for a cluster of 2 separate species, C28H40BIN2O8 in total in a non-equilibrium geometry.

The geometry in XYZ format:
```
80
Properties=species:S:1:pos:R:3:forces:R:3:mulliken_charge:R:1
I 3.074 -5.403 0.662 0.1 0.2 0.3 -0.008
O 1.136 1.537 -6.085 0.1 -0.3 -0.3 -0.309
O 0.432 2.734 -2.405 0.8 0.1 1.2 -0.579
O 3.043 1.795 -0.138 -0.7 0.0 0.0 -0.666
O 1.859 -0.599 -6.182 0.1 0.5 0.1 -0.585
O 0.975 4.527 -0.785 -1.2 -1.3 -0.5 -0.590
O 3.644 -2.627 -0.099 -0.2 -0.6 0.2 -0.431
O 4.254 0.416 2.088 -0.2 -0.5 -0.1 -0.551
O 0.199 -0.607 4.641 0.1 -0.3 -0.4 -0.530
N 3.221 -2.861 5.588 -0.4 -1.1 0.1 -0.555
N -2.374 -2.734 -1.453 -0.9 0.8 -0.4 -0.561
C 0.772 -0.684 3.585 1.1 0.4 -1.4 -0.406
C -2.279 -0.884 3.017 -0.2 -0.1 -0.3 -1.764
C 0.615 0.348 2.419 0.2 0.6 -0.9 1.328
C -2.587 -0.315 -2.193 -0.7 -1.0 -0.1 -0.521
C -1.986 0.665 2.865 0.3 0.0 0.4 0.376
C -1.932 2.592 0.367 -0.3 0.1 -0.3 -1.564
C 3.995 -2.664 2.259 0.2 0.1 0.1 -0.834
C 0.086 2.294 -6.707 -0.2 0.3 0.0 -0.399
C 1.863 0.629 1.681 -0.9 0.2 0.0 0.452
C -2.468 1.968 -0.974 -0.5 -0.6 -0.1 -0.511
C 3.613 -3.318 0.866 0.7 1.8 0.4 0.009
C 1.871 1.549 0.560 -2.6 -0.8 1.4 -0.508
C -0.669 0.963 2.067 1.3 0.5 -1.1 -0.457
C 2.371 -3.862 4.899 -0.3 -0.8 -1.0 -0.619
C -0.203 1.578 -8.012 -0.2 0.0 -0.4 -0.557
C 0.589 2.173 0.193 0.5 -1.3 0.7 0.904
C 1.797 -1.836 3.288 -0.1 -0.2 -0.1 1.419
C -1.930 1.452 4.251 -1.2 0.5 -0.3 -0.581
C 1.659 2.515 -3.141 0.0 0.3 -0.6 -0.327
C -0.659 1.886 0.911 1.6 -0.5 0.4 -0.245
C -2.872 0.840 5.363 0.6 0.6 -0.1 -1.232
C -2.887 0.440 -0.849 -0.2 0.6 -0.6 0.212
C 2.941 -1.579 2.602 -0.7 0.2 0.0 0.432
C -3.229 -1.766 -2.224 0.9 0.4 -0.4 -0.739
C 1.396 -3.251 3.808 0.1 0.6 0.2 -0.923
C 1.140 0.269 -6.583 0.0 -0.7 0.1 0.394
C 3.174 -0.113 2.108 -1.4 -0.3 0.1 -0.410
C 0.090 0.130 -7.659 0.0 0.5 -0.3 -0.328
B 0.660 3.170 -1.087 0.0 0.4 0.5 1.228
H -3.232 -2.144 -3.286 -0.5 0.7 0.8 0.329
H -2.944 1.612 6.179 0.1 -0.9 -0.6 0.436
H -0.784 -0.372 -7.239 0.1 -0.1 0.0 0.253
H -2.790 2.583 1.095 1.0 -0.1 -0.6 0.417
H 3.460 -3.298 6.485 0.2 0.5 -0.4 0.261
H 2.089 1.503 -2.918 -0.3 0.8 -0.1 0.162
H -2.360 2.474 4.027 0.6 -0.8 0.2 0.432
H -2.405 -0.063 0.034 -0.4 0.4 -1.0 -0.382
H 4.081 -2.753 5.043 -0.3 0.1 0.5 0.231
H 0.367 -3.188 4.240 0.8 0.0 -0.4 0.237
H -2.872 1.091 2.321 1.1 -0.4 0.3 0.694
H -1.763 2.043 -1.839 -0.2 0.2 1.0 0.190
H 0.138 5.015 -0.898 0.7 0.2 -0.2 0.315
H -2.418 -0.100 5.769 -0.6 0.8 -0.3 0.224
H 2.386 3.329 -2.897 -0.4 -0.7 -0.3 0.333
H -4.269 -1.703 -1.818 0.8 -0.3 -0.3 0.419
H -1.738 -1.434 2.206 -0.4 0.3 0.7 0.358
H 0.496 1.916 -8.782 0.0 0.0 0.1 0.263
H 0.476 -0.424 -8.512 0.0 -0.2 0.2 0.290
H 1.399 2.523 -4.227 0.4 0.1 1.1 -0.107
H -0.889 1.617 4.622 -0.9 -0.4 -0.3 0.339
H -2.928 -3.587 -1.354 0.6 0.1 -0.1 0.220
H -4.007 0.442 -0.712 1.1 -0.3 0.1 0.317
H -1.748 3.688 0.161 0.1 -1.0 0.4 0.301
H -3.395 2.533 -1.283 1.0 -0.4 0.3 0.491
H -3.920 0.669 4.990 1.1 0.0 0.2 0.277
H -1.996 -1.308 4.007 0.0 0.4 -0.9 0.442
H -3.021 0.221 -3.085 0.4 -0.2 1.0 0.320
H 1.728 -4.451 5.611 0.8 0.8 -0.4 0.483
H -1.495 -0.443 -2.406 -0.7 0.3 0.4 0.191
H 2.982 1.439 -1.041 -0.1 0.1 0.4 0.204
H 4.982 -2.137 2.122 -1.0 -0.5 -0.2 0.355
H -3.374 -1.110 2.884 1.0 0.4 0.1 0.328
H -1.581 -2.907 -2.076 -0.3 -0.3 0.5 0.225
H 2.994 -4.644 4.367 -0.5 0.7 0.6 0.192
H -0.779 2.304 -6.038 0.0 0.0 0.0 0.235
H 4.163 -3.426 3.056 -0.5 0.5 -0.7 0.382
H 1.366 -3.939 2.927 -0.1 0.5 0.7 0.202
H -1.215 1.746 -8.380 0.0 0.1 0.1 0.322
H 0.420 3.319 -6.867 0.1 -0.1 0.2 0.351
```
Positions in Å, forces in eV/Å.

SMILES   CC[C@H](C)c1c(CCCCCN)c(B(O)OC)c(O)c2c1C(=O)C(CCN)=C(CC(=O)I)C2=O.O=C1CCCO1
Lowest unoccupied orbital energy   -0.4 eV
Charge   0
Orbital gap   0.3017 Ha

Density functional theory data (the ωB97M-V functional and the def2-TZVPD basis) for the molecule C4H8NOP in a non-equilibrium geometry.

The geometry in XYZ format:
```
15
Properties=species:S:1:pos:R:3:forces:R:3:mulliken_charge:R:1
P -1.549 1.284 0.358 2.7 0.6 1.8 -0.034
O 0.772 0.880 -1.058 -0.4 -0.3 -0.5 -0.266
N 1.966 1.101 -0.377 -0.6 0.4 -0.8 -0.338
C -0.707 -1.167 -0.985 3.8 1.7 1.7 -1.517
C 1.877 0.555 0.745 1.4 0.0 1.4 -0.260
C 0.648 -0.234 1.013 -0.8 1.7 0.8 -0.675
C -0.144 0.106 -0.228 -1.6 0.8 -1.0 0.697
H -2.510 0.377 0.287 -1.8 -1.6 -0.1 0.004
H 0.176 -1.558 -1.514 -0.5 -0.3 0.0 0.336
H 2.729 0.707 1.412 -0.3 -0.3 -0.1 0.426
H -1.779 1.797 -0.834 -0.6 1.0 -2.3 0.012
H 0.869 -1.270 0.944 0.2 -1.1 1.0 0.371
H -1.540 -1.050 -1.580 -1.6 0.5 -1.3 0.416
H -0.904 -1.730 -0.119 -0.7 -1.6 0.6 0.459
H 0.097 0.203 1.938 1.1 -1.6 -1.2 0.369
```
Positions in Å, forces in eV/Å.

Energy relative to the best compared isomer or geometry (same formula, charge and spin)   334.3 kJ/mol
SMILES   C[C@@]1(P)CC=NO1
Lowest unoccupied orbital energy   0.9 eV
Charge   0
Orbital gap   0.3662 Ha

Density functional theory data (the ωB97M-V functional and the def2-TZVPD basis) for a cluster of 2 separate species, C35H38BF6NO3 in total in a non-equilibrium geometry.

The geometry in XYZ format:
```
84
Properties=species:S:1:pos:R:3:forces:R:3:mulliken_charge:R:1
F 4.981 -0.024 0.107 -0.5 0.1 -0.7 -0.285
F 5.502 5.586 -0.058 -0.3 -0.2 0.9 -0.273
F 3.082 -0.365 -0.950 0.8 0.3 0.0 -0.250
F 4.201 6.206 1.604 0.7 -0.7 -0.4 -0.285
F 5.791 4.724 1.948 -0.5 0.5 -0.6 -0.274
F 4.696 0.771 -1.927 -0.3 -0.5 0.7 -0.284
O -0.704 2.408 0.071 -0.6 0.2 -0.9 -0.674
O -0.343 4.642 0.823 -0.9 0.1 -0.4 -0.614
O 2.608 -7.240 2.292 -0.5 0.7 -0.6 -0.425
N -1.537 -2.930 -2.910 1.0 -1.0 1.5 0.229
C -3.637 -1.565 -3.207 -0.3 0.1 0.2 -0.858
C 3.522 1.836 -0.151 -0.1 -0.5 -0.2 0.223
C -2.719 -2.308 -2.480 -0.3 0.1 0.6 0.350
C 4.410 2.857 0.150 0.0 0.0 0.0 -1.418
C -1.760 -3.430 -0.698 -0.2 0.2 0.6 1.294
C -4.985 -1.450 -1.171 0.3 -0.3 0.1 -0.875
C -4.041 -2.206 -0.455 -0.3 0.4 -0.3 -0.326
C 1.665 3.112 0.665 -1.5 0.1 -0.1 -0.435
C -2.016 5.855 -0.367 -0.2 0.0 -0.1 -1.920
C -0.193 -1.131 2.435 0.3 -0.3 0.2 -0.827
C 3.889 4.015 0.709 0.0 0.5 0.2 0.287
C -0.532 -4.770 1.021 0.5 -0.2 0.4 0.465
C 4.836 5.132 1.051 0.1 0.3 0.1 0.666
C -2.007 2.729 -1.897 0.0 0.2 -0.2 -1.967
C -1.026 -2.866 -4.269 0.3 0.0 -0.4 -0.869
C -0.050 4.954 -1.548 0.1 -0.1 -0.2 -1.923
C 4.065 0.560 -0.729 0.0 0.2 0.0 0.647
C 0.766 -4.599 0.483 -0.1 -0.3 -0.2 -0.414
C 2.151 1.961 0.078 1.0 -0.2 0.0 -0.347
C -2.890 -2.607 -1.113 -0.1 -0.1 -0.7 0.612
C -0.146 2.749 2.570 0.1 1.2 -0.6 -0.759
C 3.954 -7.079 1.793 -0.3 0.0 0.1 -0.794
C -1.629 -3.951 0.590 0.4 -0.8 -1.3 -0.460
C -0.706 -5.798 1.996 -0.1 0.4 -0.2 -0.554
C 2.525 4.155 0.964 0.9 -0.1 0.0 -0.530
C -1.702 3.227 -0.495 0.3 0.5 0.1 1.630
C -1.038 4.694 -0.405 -0.3 -0.3 -0.1 1.881
C -2.973 3.121 0.346 -0.2 0.2 0.1 -2.031
C 1.630 -6.420 1.825 0.2 0.2 0.0 0.816
C 0.118 1.315 2.741 -0.7 -1.1 -0.1 -0.808
C 1.833 -5.399 0.859 0.0 -0.4 0.3 -0.836
C -0.538 0.294 2.151 0.2 0.9 0.4 0.638
C 0.335 -6.608 2.379 0.6 0.0 -0.1 -0.766
C -4.787 -1.129 -2.526 0.5 -0.3 0.0 -0.750
C -0.964 -3.599 -1.870 -0.9 0.7 -1.0 -1.013
B 0.044 3.251 0.974 1.9 -0.7 1.8 1.341
H -5.888 -1.107 -0.666 0.2 -0.1 -0.2 0.412
H -4.179 -2.492 0.588 -0.2 0.3 -0.2 0.375
H 1.489 1.145 -0.197 0.0 0.2 0.1 0.741
H -1.156 3.061 2.883 0.2 -0.2 0.0 0.273
H -0.588 5.104 -2.493 0.1 0.0 0.1 0.366
H -0.211 -1.333 3.516 0.0 -0.1 -0.3 0.388
H -1.705 -5.975 2.397 0.3 0.1 0.0 0.398
H -2.744 3.390 -2.369 0.1 -0.1 -0.1 0.355
H -3.789 3.682 -0.127 0.0 0.0 0.2 0.443
H 4.347 -6.079 2.027 -0.2 -0.3 0.0 0.350
H 0.672 4.137 -1.669 -0.2 0.1 0.0 0.266
H -0.031 -2.401 -4.299 -0.3 0.0 0.1 0.326
H -3.446 -1.335 -4.253 -0.3 0.1 0.2 0.260
H 3.999 -7.260 0.709 0.0 0.0 0.3 0.333
H -0.946 -3.866 -4.717 -0.2 0.2 0.2 0.343
H -1.716 -2.264 -4.865 0.3 -0.2 0.1 0.272
H 0.594 3.333 3.136 -0.4 -0.1 0.2 0.184
H 0.919 -3.839 -0.282 0.2 0.0 0.5 0.611
H -0.899 -1.805 1.940 0.0 -0.1 0.1 -0.061
H 2.159 5.084 1.393 -0.1 -0.2 -0.1 0.644
H 0.513 5.870 -1.326 -0.1 -0.2 0.0 0.444
H 5.475 2.754 -0.038 -0.1 0.0 0.0 0.428
H -5.534 -0.541 -3.060 0.2 -0.2 0.2 0.423
H -2.429 1.718 -1.845 0.0 0.1 0.0 0.307
H 4.521 -7.844 2.327 0.0 0.2 -0.2 0.239
H -1.458 6.798 -0.311 -0.1 -0.2 0.0 0.482
H -2.612 5.866 -1.287 0.0 0.1 0.1 0.311
H -3.275 2.069 0.412 0.1 0.1 0.0 0.328
H 0.921 1.059 3.440 0.0 -0.2 -0.2 0.250
H -2.493 -3.840 1.247 0.3 0.0 0.0 0.267
H 2.819 -5.238 0.414 -0.4 0.0 0.2 0.405
H -2.681 5.796 0.499 0.1 0.0 -0.1 0.364
H -0.087 -4.219 -2.013 -0.2 0.2 -0.1 0.693
H 0.816 -1.373 2.069 -0.2 -0.1 0.0 0.229
H -1.101 2.693 -2.510 -0.1 0.0 0.1 0.405
H -1.348 0.478 1.441 0.3 0.2 0.2 0.129
H 0.213 -7.398 3.119 0.0 0.2 -0.2 0.422
H -2.820 3.497 1.366 0.0 0.0 -0.3 0.360
```
Positions in Å, forces in eV/Å.

Energy relative to the best compared isomer or geometry (same formula, charge and spin)   0.0 kJ/mol
Lowest unoccupied orbital energy   -3.1 eV
Charge   0
Orbital gap   0.1109 Ha

Density functional theory data (the ωB97M-V functional and the def2-TZVPD basis) for a structure of composition C36H47Br2N5O4Rb in a non-equilibrium geometry.

The geometry in XYZ format:
```
95
Properties=species:S:1:pos:R:3:forces:R:3:mulliken_charge:R:1
Rb 0.737 -0.284 -1.124 -0.9 -0.4 0.6 0.665
Br -5.222 -4.173 -4.457 0.3 0.3 0.2 -0.204
Br -4.293 3.660 -5.158 0.3 -0.3 0.2 -0.197
O 5.838 3.041 4.540 -0.1 -0.1 -0.1 -0.661
O 5.070 1.234 -2.196 0.4 0.1 -0.1 -0.776
O 3.016 0.678 -1.516 -0.2 -0.2 -0.2 -0.406
O 4.442 1.468 5.010 0.2 0.2 -0.2 -0.620
N -1.223 0.803 -3.127 -0.6 -0.8 -0.1 0.535
N 5.092 2.127 4.210 0.1 0.2 1.3 1.010
N -1.773 -1.720 -2.493 -0.3 1.1 -0.4 0.898
N 2.374 -2.884 -2.050 0.0 0.0 0.3 -0.330
N 0.788 -1.301 -4.133 0.0 0.2 0.0 -0.249
C -0.750 3.473 1.067 0.0 -0.1 0.1 -1.991
C -3.166 0.806 1.021 -0.1 0.1 -0.1 3.131
C 5.533 2.656 1.866 0.0 -0.1 0.5 -0.686
C -3.684 -1.819 -3.933 0.5 0.7 0.1 -0.986
C 0.362 -2.490 4.212 0.0 -0.2 -0.2 -1.800
C 4.259 0.677 2.448 0.2 0.1 0.5 -0.208
C 4.969 1.816 2.826 -0.2 -0.3 -1.6 0.088
C 4.569 1.279 0.139 -0.2 -0.1 -0.3 0.259
C 1.525 -2.528 -4.341 0.4 -0.2 -0.2 -0.696
C -3.338 1.146 -4.197 0.3 -0.7 0.3 -1.123
C -2.628 -1.106 -3.329 -0.3 -1.9 0.3 0.700
C -3.804 -3.159 -3.658 0.0 -0.8 0.2 -0.348
C -1.556 -1.020 1.677 0.6 -0.7 0.3 -0.048
C 4.060 0.418 1.111 0.2 0.1 -0.2 0.251
C -1.813 0.337 1.525 0.6 1.1 0.2 0.421
C -0.960 2.077 -3.276 0.0 0.7 -0.2 -0.434
C -0.469 -3.707 2.180 0.2 0.2 0.1 -1.907
C 4.200 1.040 -1.348 0.7 0.3 0.5 -0.214
C -1.909 -3.000 -2.259 -0.2 -0.7 0.1 -0.637
C 5.336 2.373 0.531 -0.1 -0.2 -0.2 -0.546
C -3.059 1.349 -0.409 -0.1 0.0 0.1 -1.206
C -0.242 2.510 2.149 0.0 0.1 0.1 2.799
C -3.034 2.479 -4.329 0.2 0.8 -0.1 -0.176
C 1.783 -2.633 2.185 -0.2 -0.1 0.0 -1.072
C -3.816 1.856 1.931 0.1 -0.1 -0.1 -1.988
C -2.906 -3.799 -2.811 -0.3 0.5 -0.3 -0.726
C -0.601 1.044 1.948 -1.0 0.1 -0.7 -0.134
C 0.337 -2.504 2.675 0.0 0.0 0.1 2.199
C -1.827 2.990 -3.868 -0.4 -0.4 -0.1 -0.735
C 0.300 0.065 2.355 0.1 -1.0 0.0 -1.214
C 1.289 2.693 2.158 -0.2 0.0 0.0 -2.270
C -2.395 0.309 -3.567 0.3 1.9 -0.3 0.506
C -0.764 2.963 3.528 0.1 0.1 -0.2 -2.024
C -0.269 -1.213 2.201 0.0 0.2 -0.3 -0.173
C 2.746 -2.571 -3.421 -0.1 -0.2 -0.5 -0.649
C -4.156 -0.371 0.965 0.1 0.2 0.0 -2.537
H -2.242 -1.818 1.467 -0.2 -0.2 -0.1 0.357
H 3.891 0.023 3.225 -0.1 0.0 -0.1 0.372
H 1.737 2.283 1.252 0.1 0.0 0.0 0.249
H -0.013 -4.637 2.520 0.1 -0.2 0.0 0.435
H -3.239 2.769 1.973 0.1 0.2 0.1 0.376
H 6.110 3.511 2.189 -0.1 0.0 0.0 0.471
H -3.994 1.819 -0.713 -0.2 0.1 -0.2 0.606
H -0.428 4.488 1.307 0.0 0.1 0.0 0.562
H 2.378 -1.824 2.596 0.2 0.2 0.0 -0.147
H -2.259 2.072 -0.513 0.1 0.1 0.0 -0.143
H -2.984 -4.850 -2.594 0.0 -0.1 0.1 0.475
H -4.812 2.108 1.565 -0.2 0.1 -0.1 0.472
H -1.183 -3.433 -1.585 0.1 -0.1 0.1 0.375
H -1.830 3.482 0.984 -0.1 0.0 -0.1 0.413
H 0.949 -1.646 4.561 0.1 0.1 0.1 0.295
H -1.811 2.711 3.651 -0.2 0.1 0.0 0.282
H -0.324 3.215 0.096 0.0 -0.1 -0.1 0.118
H -2.854 0.525 -1.084 0.1 -0.1 0.0 -0.140
H 1.824 -2.586 1.094 0.0 0.0 -0.1 0.007
H -0.643 -2.389 4.614 -0.2 0.0 0.0 0.374
H 1.744 2.210 3.017 0.1 -0.1 0.1 0.329
H -3.912 1.467 2.942 0.0 -0.1 0.2 0.339
H 3.208 -1.581 -3.417 0.1 0.0 0.0 0.270
H -4.285 0.770 -4.549 -0.1 0.0 0.0 0.475
H 0.858 -3.364 -4.102 0.1 -0.1 -0.1 0.276
H 2.203 -3.882 -1.950 0.1 0.2 0.1 0.204
H -0.510 -3.715 1.091 0.0 0.0 -0.1 0.120
H 0.807 -3.405 4.601 0.1 -0.2 0.2 0.462
H -1.580 4.034 -3.961 0.0 0.1 0.0 0.483
H 1.529 3.754 2.224 0.0 0.2 0.0 0.579
H 3.145 -2.634 -1.440 -0.1 -0.1 0.1 0.181
H -4.281 -0.819 1.948 0.0 -0.1 0.1 0.492
H -0.632 4.036 3.665 0.0 0.2 0.0 0.490
H 3.475 -3.291 -3.836 -0.1 0.2 0.1 0.400
H 0.002 -1.233 -4.769 0.0 0.1 0.1 0.157
H 1.265 0.240 2.792 0.3 0.1 0.1 0.117
H 5.761 3.009 -0.232 0.0 0.0 -0.1 0.470
H 1.872 -2.660 -5.385 -0.1 0.0 0.2 0.379
H -4.381 -1.342 -4.603 0.0 0.0 0.0 0.544
H -5.128 -0.020 0.623 -0.2 0.1 -0.1 0.453
H 3.511 -0.461 0.802 -0.1 0.0 0.0 0.232
H -3.817 -1.134 0.270 0.0 -0.2 -0.1 0.316
H 2.214 -3.577 2.519 0.1 -0.1 0.0 0.559
H -1.487 -3.671 2.558 -0.2 0.0 0.0 0.347
H -0.215 2.456 4.318 0.1 -0.1 0.1 0.363
H 0.006 2.406 -2.910 0.1 0.1 0.0 0.458
H 1.392 -0.500 -4.285 0.0 0.0 -0.1 0.206
```
Positions in Å, forces in eV/Å.

Energy relative to the best compared isomer or geometry (same formula, charge and spin)   106.0 kJ/mol
Lowest unoccupied orbital energy   1.1 eV
Charge   -1
Orbital gap   0.1631 Ha